Entry 1:
8 unconnected molecules or ions with the total composition C15H42Cl4O14 in a non-equilibrium geometry, computed with ωB97M-V/def2-TZVPD.

XYZ file:
```
75
Properties=species:S:1:pos:R:3
C 1.7321 -0.9548 -5.5501
Cl 0.8267 -0.2065 -4.1732
Cl 0.5480 -1.8516 -6.5120
Cl 2.3695 0.3207 -6.5992
Cl 3.1045 -1.9195 -5.0374
C 0.7492 0.2049 -0.8172
C 0.5139 1.0567 0.4757
O 0.7524 0.2534 1.5916
O -0.1942 -0.7503 -1.1426
H 1.7669 -0.1855 -0.8086
H 0.7770 0.8982 -1.6578
H -0.4952 1.4689 0.4742
H 1.0690 1.9943 0.4450
H -0.0798 -0.0616 1.9520
H 0.0088 -1.6276 -0.8097
C -1.9990 -0.6746 4.3949
C -3.3593 -0.8345 3.6559
O -4.3242 0.2023 3.8031
O -1.1023 0.2324 3.6230
H -1.5619 -1.6535 4.5917
H -2.1958 -0.2111 5.3616
H -3.9386 -1.6082 4.1598
H -3.2340 -1.2148 2.6421
H -4.6266 0.4257 2.9198
H -1.2408 1.1326 3.9264
C 0.9527 -4.1816 -0.2660
C 2.2017 -3.9412 0.5924
O 2.1204 -4.5214 1.8793
O -0.1233 -3.5602 0.3317
H 0.7421 -5.2509 -0.2848
H 1.0082 -3.7372 -1.2597
H 2.1900 -2.8516 0.6208
H 3.1432 -4.2417 0.1327
H 2.4058 -3.8460 2.4989
H 0.0819 -3.4986 1.2675
C 4.1436 -1.3530 3.2837
C 4.3593 -0.0066 2.4657
O 3.5725 1.0050 2.9923
O 2.8410 -1.9091 3.4347
H 4.7028 -1.2592 4.2147
H 4.8117 -1.9521 2.6650
H 4.1099 -0.0843 1.4074
H 5.3648 0.4121 2.4230
H 2.6673 0.7478 2.8024
H 2.3473 -1.4712 4.1319
C -3.6862 2.8374 0.9317
C -5.0718 2.3695 0.6157
O -5.4100 1.2292 1.3030
O -3.6442 3.2845 2.3022
H -3.5718 3.7818 0.3995
H -2.7858 2.2983 0.6369
H -5.0867 1.9669 -0.3971
H -5.8785 3.1015 0.6564
H -6.3699 1.2175 1.3016
H -4.1189 2.6434 2.8362
C -3.2349 -0.6872 -3.8255
C -2.7246 0.5624 -3.0343
O -2.7843 0.2391 -1.6301
O -2.3451 -1.7982 -3.5616
H -3.2843 -0.2915 -4.8399
H -4.2332 -1.0093 -3.5292
H -3.4645 1.3308 -3.2587
H -1.7534 0.8363 -3.4465
H -2.0059 -0.2639 -1.3799
H -1.5291 -1.3617 -3.3062
C 3.8128 2.3909 -2.7064
C 3.3358 3.5387 -1.7961
O 2.0366 3.2758 -1.5744
O 3.4727 2.6118 -4.0775
H 3.3959 1.4429 -2.3665
H 4.8905 2.3076 -2.5658
H 3.4882 4.5107 -2.2652
H 3.7906 3.3573 -0.8223
H 1.5276 3.5543 -2.3393
H 3.7228 1.7882 -4.5027
```

Calculated values
- SMILES = ClC(Cl)(Cl)Cl.OCCO.OCCO.OCCO.OCCO.OCCO.OCCO.OCCO
- energy above the lowest of the compared OMol25 structures with the same formula, charge and spin (kcal per mole) = 0.0

Just the Mulliken charges please, in e? Sure, here they are:
1 C 0.21
2 Cl 0.03
3 Cl -0.10
4 Cl -0.11
5 Cl -0.10
6 C -0.46
7 C 0.57
8 O -0.34
9 O 0.20
10 H 0.33
11 H 0.15
12 H -0.82
13 H 0.35
14 H 0.15
15 H -0.14
16 C -0.48
17 C -0.38
18 O -0.53
19 O -0.40
20 H 0.32
21 H 0.35
22 H 0.33
23 H 0.33
24 H 0.30
25 H 0.22
26 C -0.29
27 C -0.42
28 O -0.59
29 O -0.47
30 H 0.28
31 H 0.27
32 H 0.19
33 H 0.36
34 H 0.38
35 H 0.30
36 C -0.38
37 C -0.35
38 O -0.55
39 O -0.44
40 H 0.32
41 H 0.30
42 H 0.17
43 H 0.37
44 H 0.27
45 H 0.27
46 C 0.36
47 C -0.40
48 O -0.48
49 O -0.59
50 H 0.40
51 H -0.52
52 H 0.23
53 H 0.36
54 H 0.26
55 H 0.37
56 C -0.27
57 C -0.57
58 O -0.32
59 O -0.51
60 H 0.29
61 H 0.32
62 H 0.43
63 H 0.12
64 H 0.30
65 H 0.22
66 C -0.15
67 C -0.56
68 O -0.42
69 O -0.51
70 H 0.11
71 H 0.39
72 H 0.30
73 H 0.34
74 H 0.27
75 H 0.25

=====

Entry 2:
14 unconnected molecules or ions with the total composition C15H42ClF4N13O27P2 in a non-equilibrium geometry, computed with ωB97M-V/def2-TZVPD.

XYZ file:
```
104
C15H42ClF4N13O27P2 | OMol25 | ωB97M-V/def2-TZVPD
O 0.0955 -6.0300 1.4735
P 0.3526 -4.4210 1.4650
Cl 1.0338 -4.1574 -0.4569
P -1.5157 -3.2873 1.2646
C -2.9204 -4.1364 0.3522
F -3.0293 -3.6103 -0.9043
F -4.0788 -3.8145 1.0240
C -2.9832 -5.6537 0.1840
F -1.9629 -6.0932 -0.6035
F -2.9122 -6.2608 1.3804
H 0.2900 -6.4671 0.6323
H -2.0075 -3.3707 2.5750
H -3.9324 -5.9192 -0.2982
C -3.4803 0.6534 1.2110
N -2.0170 0.7840 1.4372
O -1.4595 1.8061 1.0854
O -1.4544 -0.1567 1.9576
H -3.8415 1.5608 0.7507
H -3.6364 -0.2074 0.5711
H -3.9335 0.5007 2.1841
C 2.9085 -0.0776 2.9362
N 2.4653 -1.0117 1.8643
O 1.5824 -1.8000 2.1181
O 3.0144 -0.8970 0.7867
H 2.3293 -0.2872 3.8270
H 3.9709 -0.2433 3.0923
H 2.7357 0.9316 2.5719
C -1.4037 -5.6451 -3.6274
N -0.5391 -5.9454 -4.8000
O 0.2443 -5.0933 -5.1721
O -0.6639 -7.0391 -5.3106
H -1.1828 -4.6405 -3.2854
H -2.4368 -5.7396 -3.9482
H -1.1777 -6.3778 -2.8599
C -0.4302 5.0081 1.6970
N -1.1647 6.2698 1.4210
O -2.1879 6.4856 2.0420
O -0.6845 7.0235 0.5998
H -0.9765 4.4542 2.4500
H -0.3640 4.4440 0.7719
H 0.5550 5.2906 2.0525
C -0.4831 8.0357 4.4473
N 0.4331 7.0683 5.1149
O 0.8130 7.3176 6.2366
O 0.7380 6.0801 4.4752
H -0.6648 8.8566 5.1301
H 0.0087 8.3715 3.5388
H -1.3968 7.5024 4.2013
C 1.9593 1.7026 -1.1764
N 2.9570 2.4288 -0.3512
O 4.1116 2.4539 -0.7241
O 2.5539 2.9347 0.6768
H 2.4543 1.2912 -2.0468
H 1.5591 0.9190 -0.5393
H 1.1822 2.4042 -1.4609
C -8.0226 0.0256 -0.1040
N -6.5545 0.2682 -0.0412
O -5.8173 -0.6827 -0.1945
O -6.1987 1.4088 0.1659
H -8.1838 -1.0291 -0.2906
H -8.4387 0.3347 0.8500
H -8.4156 0.6422 -0.9064
C 7.0546 3.2130 -1.0290
N 8.2855 2.8853 -1.8050
O 8.4650 3.4782 -2.8506
O 9.0302 2.0422 -1.3517
H 6.5131 3.9654 -1.5883
H 6.4757 2.3036 -0.9264
H 7.3582 3.5772 -0.0538
C 8.4811 -0.5776 1.9112
N 7.5160 0.5497 2.0330
O 6.4955 0.3654 2.6653
O 7.8210 1.5798 1.4737
H 8.0811 -1.4288 2.4484
H 8.5959 -0.7848 0.8516
H 9.4229 -0.2405 2.3326
C 2.8010 -6.2853 -3.4419
N 3.2717 -6.9791 -2.2119
O 4.1222 -7.8338 -2.3212
O 2.7601 -6.6219 -1.1692
H 3.3253 -6.6976 -4.2951
H 1.7336 -6.4547 -3.5149
H 3.0068 -5.2267 -3.3171
C -5.9559 -3.8781 -5.2356
N -5.4527 -4.5652 -4.0143
O -4.5539 -5.3730 -4.1490
O -5.9751 -4.2738 -2.9627
H -5.3946 -4.2431 -6.0869
H -7.0128 -4.1104 -5.3216
H -5.8118 -2.8126 -5.0858
C -4.0844 2.5700 5.7748
N -4.5931 2.3190 4.3983
O -5.6613 1.7567 4.2774
O -3.8934 2.6926 3.4803
H -4.8086 2.1824 6.4806
H -3.1277 2.0636 5.8604
H -3.9553 3.6429 5.8782
C 1.9047 5.1190 -4.0717
N 1.4282 3.8840 -4.7557
O 1.1141 2.9346 -4.0649
O 1.3882 3.9112 -5.9647
H 1.8874 4.9479 -3.0022
H 2.9106 5.3158 -4.4295
H 1.2357 5.9240 -4.3591
```

Mulliken population analysis, charges in e, atoms 1 to 99:
1 O -0.44
2 P 0.21
3 Cl -0.17
4 P -0.12
5 C 0.74
6 F -0.22
7 F -0.28
8 C -0.04
9 F -0.17
10 F -0.26
11 H 0.29
12 H 0.07
13 H 0.29
14 C -1.11
15 N 1.00
16 O -0.50
17 O -0.53
18 H 0.43
19 H 0.48
20 H 0.27
21 C -0.66
22 N 0.91
23 O -0.39
24 O -0.57
25 H 0.31
26 H 0.26
27 H 0.21
28 C -0.61
29 N 0.91
30 O -0.52
31 O -0.56
32 H 0.26
33 H 0.27
34 H 0.31
35 C -0.60
36 N 0.97
37 O -0.55
38 O -0.59
39 H 0.22
40 H 0.25
41 H 0.30
42 C -0.66
43 N 0.88
44 O -0.54
45 O -0.51
46 H 0.31
47 H 0.27
48 H 0.25
49 C -0.72
50 N 0.97
51 O -0.52
52 O -0.54
53 H 0.29
54 H 0.21
55 H 0.28
56 C -0.79
57 N 0.92
58 O -0.52
59 O -0.51
60 H 0.32
61 H 0.29
62 H 0.30
63 C -0.69
64 N 0.92
65 O -0.57
66 O -0.53
67 H 0.34
68 H 0.25
69 H 0.28
70 C -0.76
71 N 0.84
72 O -0.52
73 O -0.47
74 H 0.32
75 H 0.30
76 H 0.29
77 C -0.56
78 N 0.90
79 O -0.54
80 O -0.52
81 H 0.32
82 H 0.09
83 H 0.28
84 C -0.76
85 N 0.88
86 O -0.56
87 O -0.50
88 H 0.31
89 H 0.29
90 H 0.30
91 C -0.74
92 N 0.82
93 O -0.52
94 O -0.43
95 H 0.31
96 H 0.29
97 H 0.28
98 C -0.66
99 N 0.89

=====

Entry 3:
8 unconnected molecules or ions with the total composition C15H42F3O10S8 in a non-equilibrium geometry, computed with ωB97M-V/def2-TZVPD.

XYZ file:
```
78
Properties=species:S:1:pos:R:3
C -1.8978 -0.5146 2.2370
F -2.5768 -1.6366 2.2000
F -2.7318 0.4954 2.3750
F -1.1818 -0.6976 3.3020
S -0.9068 -0.0966 0.7130
O 0.1532 -1.0836 0.7460
O -1.9028 -0.4206 -0.2570
O -0.5788 1.3024 0.8870
C -1.5808 -2.8356 -2.5630
S -1.1298 -3.5566 -1.0130
O -1.8938 -4.9106 -0.9080
C 0.5112 -3.9446 -1.4770
H -1.1608 -1.8486 -2.5840
H -2.5998 -2.6636 -2.5400
H -1.3328 -3.5626 -3.3700
H 1.1042 -4.4466 -0.6430
H 1.0952 -3.0876 -1.8350
H 0.5152 -4.6476 -2.3350
C 2.8912 0.1084 2.4900
S 4.1112 1.4674 2.4660
O 4.3952 1.8484 3.9320
C 5.5852 0.7194 1.8070
H 2.6082 -0.2576 1.5040
H 1.9552 0.6964 2.7630
H 3.2262 -0.7236 3.1240
H 6.3482 1.4964 1.5570
H 5.3802 0.0754 0.9450
H 6.0872 0.0974 2.5430
C -4.8098 -0.6076 -1.8020
S -5.2858 -1.0786 -0.1090
O -6.8288 -1.0736 -0.1210
C -4.8188 -2.8166 -0.2880
H -5.4598 -1.1286 -2.5060
H -3.7678 -0.8146 -2.0190
H -5.0518 0.4224 -1.9600
H -4.7768 -3.2046 0.7230
H -3.8408 -2.8106 -0.7260
H -5.3618 -3.4166 -0.9760
C 3.3522 -2.6776 0.2010
S 4.1122 -4.2576 -0.3560
O 3.7732 -4.3466 -1.8850
C 5.8142 -3.7416 -0.2260
H 3.5252 -1.9216 -0.5960
H 3.8342 -2.4416 1.0660
H 2.3402 -2.7476 0.4510
H 6.3532 -4.5126 -0.6520
H 5.9932 -3.3896 0.7830
H 5.9702 -2.8776 -0.8730
C -1.7838 4.2004 -2.8260
S -1.4078 3.8724 -1.1220
O -1.7988 5.1764 -0.4040
C -2.6038 2.6604 -0.7460
H -1.2998 3.4014 -3.3890
H -1.3748 5.2014 -3.0110
H -2.8348 4.2144 -2.9690
H -3.6028 2.8094 -1.2160
H -2.8028 2.4084 0.2620
H -2.3118 1.7564 -1.2390
C -2.2828 4.0524 2.5450
S -0.5538 4.1794 3.0120
O -0.4238 5.4674 3.8260
C -0.3848 2.7374 4.1110
H -3.0288 4.2024 3.2980
H -2.4448 3.1244 1.9580
H -2.4368 4.8804 1.8490
H -1.1508 2.8104 4.8800
H 0.5422 2.5864 4.5950
H -0.5138 1.8274 3.5500
C 2.3622 1.0304 -1.0150
S 1.9052 1.8634 -2.5160
O 2.8192 1.5154 -3.6450
C 0.3632 1.0344 -2.8520
H 3.3632 1.3304 -0.6400
H 2.2992 -0.0636 -1.2520
H 1.5712 1.2294 -0.3080
H 0.2642 1.2544 -3.9350
H -0.5968 1.3534 -2.3190
H 0.5902 -0.0486 -2.6780
```

Calculated values
- net charge = -1
- energy above the lowest of the compared OMol25 structures with the same formula, charge and spin (kcal per mole) = 0.0

Just the Mulliken charges please, in e? Sure, here they are:
1 C 0.22
2 F -0.24
3 F -0.21
4 F -0.24
5 S 0.98
6 O -0.46
7 O -0.39
8 O -0.14
9 C -0.68
10 S 0.67
11 O -0.74
12 C -0.93
13 H -0.10
14 H 0.41
15 H 0.43
16 H 0.17
17 H 0.32
18 H 0.43
19 C 0.21
20 S 0.53
21 O -0.68
22 C -0.85
23 H -0.41
24 H -0.26
25 H 0.57
26 H 0.33
27 H 0.19
28 H 0.35
29 C -0.59
30 S 0.47
31 O -0.70
32 C -0.44
33 H 0.42
34 H -0.12
35 H 0.32
36 H 0.30
37 H -0.29
38 H 0.42
39 C -0.87
40 S 0.48
41 O -0.62
42 C -0.99
43 H 0.16
44 H 0.55
45 H 0.25
46 H 0.41
47 H 0.34
48 H 0.30
49 C -1.03
50 S 0.73
51 O -0.73
52 C -0.40
53 H 0.29
54 H 0.35
55 H 0.33
56 H 0.57
57 H 0.09
58 H -0.19
59 C -0.58
60 S 0.51
61 O -0.70
62 C -0.66
63 H 0.50
64 H -0.14
65 H 0.26
66 H 0.32
67 H 0.44
68 H -0.12
69 C 0.08
70 S 0.52
71 O -0.70
72 C -0.18
73 H 0.37
74 H -0.26
75 H -0.13
76 H 0.49
77 H -0.29
78 H -0.06

=====

Entry 4:
3 unconnected molecules or ions with the total composition C15H42N6O6P2 in a non-equilibrium geometry, computed with ωB97M-V/def2-TZVPD.

XYZ file:
```
71
Properties=species:S:1:pos:R:3
C 1.3847 2.5845 9.1789
C 0.1387 2.5627 8.2749
O 0.0792 3.7569 7.4913
O 0.4473 3.4160 6.1421
C 1.7934 3.6614 5.9789
O 2.2454 4.7538 5.9975
O 2.5568 2.5609 5.7857
H 2.1894 3.1680 8.7320
H 1.6890 1.5569 9.3701
H 1.1349 3.0826 10.1129
H -0.7362 2.5174 8.9214
H 0.1452 1.6903 7.6269
H 2.7077 2.1206 6.6331
O -1.5110 -0.1801 3.3265
P -0.9935 0.3593 2.0372
N 0.1588 -0.8265 1.5989
C 1.5519 -0.7174 1.2321
C -0.4204 -2.1028 1.2233
N -0.3027 1.8650 2.6204
C 1.1283 2.0422 2.8059
C -1.0084 2.4055 3.7874
N -1.2858 0.9749 0.4627
C -0.3265 1.7559 -0.2678
C -2.6316 1.5421 0.3164
H 1.7036 -0.7780 0.1423
H 2.1208 -1.5350 1.6864
H 2.0127 0.1987 1.5832
H -0.7661 -2.1036 0.1784
H -1.2696 -2.3420 1.8664
H 0.3085 -2.9040 1.3515
H 1.5851 1.2500 3.4129
H 1.3172 2.9946 3.3039
H 1.6580 2.1137 1.8532
H -0.6885 1.9379 4.7187
H -2.0827 2.2547 3.6924
H -0.8378 3.4802 3.8642
H -0.2858 2.8011 0.0661
H -0.6063 1.7511 -1.3232
H 0.6828 1.3468 -0.2386
H -2.7132 2.5267 0.7995
H -3.3759 0.8825 0.7683
H -2.8950 1.6500 -0.7378
O 1.1793 -3.5938 -4.0183
P 0.1463 -2.5948 -4.4103
N -0.9593 -3.5546 -5.2914
C -1.5196 -3.3992 -6.6133
C -1.7020 -4.4986 -4.4770
N 1.1468 -1.5389 -5.4028
C 1.0981 -1.5645 -6.8568
C 2.5468 -1.5052 -4.9777
N -0.9386 -1.3427 -3.9780
C -1.4739 -0.3911 -4.9134
C -0.5593 -0.6806 -2.7255
H -2.5439 -2.9952 -6.5872
H -1.5645 -4.3716 -7.1144
H -0.9238 -2.7600 -7.2545
H -2.5629 -4.0222 -3.9843
H -1.0586 -4.9297 -3.7075
H -2.0620 -5.3271 -5.0883
H 1.2199 -2.5748 -7.2707
H 1.8965 -0.9409 -7.2617
H 0.1736 -1.1288 -7.2419
H 3.1237 -2.3500 -5.3717
H 2.6308 -1.5262 -3.8931
H 3.0081 -0.5783 -5.3261
H -0.7551 0.4025 -5.1580
H -2.3541 0.0707 -4.4589
H -1.8212 -0.8493 -5.8380
H 0.2930 0.0014 -2.8720
H -0.2725 -1.4187 -1.9731
H -1.3940 -0.1132 -2.3108
```

Calculated values
- SMILES = CN(C)P(=O)(N(C)C)N(C)C.CN(C)P(=O)(N(C)C)N(C)C.CCOOC(=O)O

Just the Mulliken charges please, in e? Sure, here they are:
1 C -1.13
2 C -0.22
3 O -0.33
4 O -0.11
5 C 0.65
6 O -0.47
7 O -0.44
8 H 0.36
9 H 0.29
10 H 0.33
11 H 0.41
12 H 0.29
13 H 0.35
14 O -0.81
15 P 0.48
16 N 0.24
17 C -0.81
18 C -1.17
19 N 0.21
20 C -1.20
21 C -1.18
22 N 0.50
23 C -1.12
24 C -1.18
25 H 0.21
26 H 0.40
27 H 0.20
28 H 0.23
29 H 0.34
30 H 0.43
31 H 0.40
32 H 0.31
33 H 0.30
34 H 0.34
35 H 0.40
36 H 0.43
37 H 0.27
38 H 0.51
39 H 0.25
40 H 0.35
41 H 0.38
42 H 0.32
43 O -0.80
44 P 0.69
45 N 0.22
46 C -0.97
47 C -1.13
48 N 0.14
49 C -1.21
50 C -1.12
51 N 0.22
52 C -0.88
53 C -1.01
54 H 0.35
55 H 0.34
56 H 0.24
57 H 0.30
58 H 0.31
59 H 0.36
60 H 0.35
61 H 0.41
62 H 0.31
63 H 0.35
64 H 0.32
65 H 0.39
66 H 0.34
67 H 0.33
68 H 0.22
69 H 0.35
70 H 0.12
71 H 0.43

=====

Calculated values (hartree) of calculated total energy for the records, taken in order: -3490.64348, -4881.20466, -4834.04603, -2059.21671.